{
  "formula": "C5H12CuO3",
  "method": "ωB97M-V/def2-TZVPD",
  "spin_multiplicity": 3,
  "lumo_energy_ev": [-4.6, -6.8],
  "homo_lumo_gap_ev": [5.79, 7.52],
  "homo_ev": [-10.4, -14.3],
  "charge": 1,
  "elements": ["C", "H", "H", "H", "O", "C", "H", "H", "O", "C", "C", "O", "C", "Cu", "H", "H", "H", "H", "H", "H", "H"],
  "coordinates": [[2.852, 0.290, -0.361], [3.015, 0.954, -1.219], [3.281, -0.694, -0.573], [3.301, 0.705, 0.552], [1.450, 0.108, -0.165], [0.779, 1.208, 0.382], [1.125, 1.373, 1.414], [0.898, 2.097, -0.252], [-0.565, -1.825, -1.267], [-0.713, -0.900, -2.071], [-0.805, 0.813, 0.391], [-0.914, -0.430, 1.075], [-2.238, -0.765, 1.470], [0.453, -1.751, 0.399], [-1.561, -0.911, -2.778], [0.097, -0.168, -2.247], [-1.483, 0.846, -0.474], [-1.260, 1.611, 0.998], [-2.171, -1.588, 2.190], [-2.715, 0.103, 1.945], [-2.825, -1.076, 0.593]],
  "atomic_forces_ev_per_a": [[0.4, 0.1, 0.0], [0.0, -0.1, 0.3], [-0.1, 0.3, 0.0], [0.0, -0.1, -0.3], [0.3, -1.2, -0.2], [-2.8, -0.4, -0.6], [-0.3, 0.1, -0.3], [0.1, -0.1, 0.3], [0.8, -3.9, 3.2], [-0.6, 3.9, -3.5], [1.0, 1.8, 1.4], [0.3, 0.3, 0.4], [-0.6, -0.2, 0.0], [-0.1, 0.4, -0.9], [0.4, -0.3, 0.2], [-0.3, -0.3, 0.0], [1.2, -0.4, -0.5], [0.2, -0.2, 0.4], [0.0, 0.2, -0.2], [0.1, -0.2, -0.1], [0.1, 0.1, 0.2]]
}

{
  "formula": "C3H5MgO3Yb",
  "method": "ωB97M-V/def2-TZVPD",
  "spin_multiplicity": 3,
  "lumo_energy_ev": [-4.4, -5.4],
  "homo_lumo_gap_ev": [6.75, 5.68],
  "homo_ev": [-11.2, -11.1],
  "charge": 1,
  "elements": ["O", "C", "C", "O", "C", "Yb", "H", "H", "H", "H", "Mg", "O", "H"],
  "coordinates": [[-0.929, -1.308, 1.327], [-0.667, -0.262, 2.099], [0.348, 0.624, 1.977], [1.336, 0.577, 1.026], [0.969, 0.701, -0.380], [-0.093, -1.553, -0.568], [-1.392, -0.041, 2.899], [0.344, 1.540, 2.575], [1.942, 0.779, -0.893], [0.314, 1.585, -0.505], [-1.499, -1.822, -4.084], [-0.559, -0.902, -2.676], [-0.113, 0.082, -2.799]],
  "atomic_forces_ev_per_a": [[0.3, 0.0, -0.1], [-0.1, 0.9, 0.3], [-1.7, 0.5, 0.6], [0.1, -0.8, -2.7], [1.1, 0.9, 2.6], [0.5, 0.1, 0.2], [0.4, -0.2, -0.2], [0.3, -0.5, 0.0], [-0.5, -0.2, -0.1], [0.0, -0.7, -0.2], [0.0, 0.2, -0.1], [1.5, 3.4, -0.6], [-1.8, -3.7, 0.3]]
}

{
  "formula": "C6H7NO",
  "method": "ωB97M-V/def2-TZVPD",
  "spin_multiplicity": 1,
  "lumo_energy_ev": 0.0,
  "homo_lumo_gap_ev": 8.93,
  "homo_ev": -8.9,
  "elements": ["C", "C", "C", "C", "C", "C", "N", "O", "H", "H", "H", "H", "H", "H", "H"],
  "coordinates": [[0.398, -0.991, 2.368], [1.042, -1.088, 1.010], [1.447, 1.142, 1.735], [-1.037, -0.353, -0.178], [0.905, 1.226, 0.264], [0.508, -0.217, -0.129], [1.358, -0.112, 2.236], [1.950, 2.029, 2.345], [-1.378, 0.344, -0.805], [-1.336, -0.189, 0.959], [-1.500, -1.345, -0.432], [1.642, 1.447, -0.466], [0.062, 1.881, 0.456], [1.823, -1.847, 0.727], [0.801, -0.392, -1.160]],
  "atomic_forces_ev_per_a": [[-1.5, -0.8, 0.1], [2.3, -0.2, 0.2], [1.2, 2.4, -1.5], [0.8, -2.9, 4.9], [-0.7, -1.9, 2.0], [-2.3, 0.1, 0.6], [0.2, -3.4, -2.0], [0.1, 0.9, 0.1], [-1.8, 2.9, -2.2], [-0.1, 0.1, -2.4], [1.0, 0.7, 0.1], [0.7, 1.4, -0.1], [-0.1, 0.5, -1.1], [-0.7, 0.9, 0.9], [1.0, -0.6, 0.3]]
}

{
  "formula": "C22H15BrN4O2PdS2Se",
  "method": "ωB97M-V/def2-TZVPD",
  "spin_multiplicity": 1,
  "lumo_energy_ev": 4.0,
  "homo_lumo_gap_ev": 5.19,
  "homo_ev": -1.2,
  "charge": -2,
  "elements": ["Pd", "C", "O", "C", "C", "C", "Br", "C", "C", "C", "O", "C", "N", "C", "C", "C", "C", "C", "C", "N", "H", "H", "H", "H", "H", "H", "H", "H", "H", "H", "H", "S", "C", "N", "C", "C", "C", "C", "C", "C", "S", "H", "H", "H", "H", "Se", "C", "N"],
  "coordinates": [[-1.251, -0.634, -2.314], [0.865, -2.966, -0.580], [0.604, -1.648, -0.152], [1.637, -0.805, 0.021], [2.946, -1.193, 0.218], [3.906, -0.212, 0.471], [5.711, -0.766, 0.762], [3.590, 1.117, 0.527], [2.263, 1.514, 0.294], [1.272, 0.567, 0.021], [0.008, 0.916, -0.194], [1.959, 2.947, 0.325], [2.817, 3.897, 0.636], [2.098, 5.067, 0.528], [2.492, 6.388, 0.740], [1.555, 7.389, 0.559], [0.239, 7.096, 0.170], [-0.174, 5.792, -0.046], [0.773, 4.791, 0.140], [0.719, 3.427, 0.023], [1.306, -3.566, 0.225], [1.525, -2.967, -1.453], [-0.105, -3.366, -0.863], [3.221, -2.237, 0.195], [4.332, 1.875, 0.727], [-0.486, 0.313, -0.967], [3.509, 6.611, 1.037], [1.839, 8.423, 0.716], [-0.467, 7.906, 0.034], [-1.186, 5.561, -0.350], [-0.035, 2.800, -0.240], [-3.356, -0.580, -1.124], [-3.418, -2.082, -0.315], [-2.519, -3.031, -0.234], [-2.951, -4.089, 0.529], [-2.206, -5.241, 0.800], [-2.749, -6.243, 1.586], [-4.034, -6.126, 2.116], [-4.791, -4.991, 1.861], [-4.248, -3.985, 1.075], [-4.920, -2.469, 0.582], [-1.209, -5.326, 0.389], [-2.165, -7.133, 1.793], [-4.442, -6.921, 2.730], [-5.789, -4.893, 2.271], [0.856, -0.717, -3.584], [0.354, -0.245, -5.292], [0.107, 0.036, -6.389]],
  "atomic_forces_ev_per_a": [[-0.6, 0.0, -0.2], [0.0, -0.1, -0.1], [0.0, 0.1, 0.1], [-0.1, 0.0, 0.0], [0.0, 0.0, 0.0], [0.0, 0.0, 0.0], [0.0, 0.0, 0.0], [0.0, 0.0, 0.0], [0.0, 0.0, 0.0], [0.1, 0.0, 0.0], [-0.2, 0.0, -0.2], [0.0, 0.0, 0.0], [0.0, 0.0, 0.0], [0.0, 0.0, 0.0], [0.0, 0.0, 0.0], [0.0, 0.0, 0.0], [0.0, 0.0, 0.0], [0.0, 0.0, 0.0], [0.0, 0.0, 0.0], [0.0, 0.0, 0.0], [0.0, 0.0, 0.0], [0.0, 0.0, 0.0], [0.0, 0.0, 0.0], [0.0, 0.0, 0.0], [0.0, 0.0, 0.0], [0.2, 0.1, 0.4], [0.0, 0.0, 0.0], [0.0, 0.0, 0.0], [0.0, 0.0, 0.0], [0.0, 0.0, 0.0], [0.0, 0.0, 0.0], [0.5, -0.3, -0.1], [0.2, 0.0, -0.1], [-0.2, 0.0, 0.0], [0.0, 0.0, 0.0], [0.0, 0.1, 0.0], [0.0, 0.0, 0.0], [0.0, 0.0, 0.0], [0.0, 0.0, 0.0], [0.0, 0.0, 0.0], [-0.1, 0.1, 0.0], [0.0, 0.0, 0.0], [0.0, 0.0, 0.0], [0.0, 0.0, 0.0], [0.0, 0.0, 0.0], [-0.1, 0.1, 0.1], [0.0, 0.0, 0.0], [0.0, 0.0, 0.0]]
}

Copy entry 2 word for word.
{
  "formula": "C3H5MgO3Yb",
  "method": "ωB97M-V/def2-TZVPD",
  "spin_multiplicity": 3,
  "lumo_energy_ev": [-4.4, -5.4],
  "homo_lumo_gap_ev": [6.75, 5.68],
  "homo_ev": [-11.2, -11.1],
  "charge": 1,
  "elements": ["O", "C", "C", "O", "C", "Yb", "H", "H", "H", "H", "Mg", "O", "H"],
  "coordinates": [[-0.929, -1.308, 1.327], [-0.667, -0.262, 2.099], [0.348, 0.624, 1.977], [1.336, 0.577, 1.026], [0.969, 0.701, -0.380], [-0.093, -1.553, -0.568], [-1.392, -0.041, 2.899], [0.344, 1.540, 2.575], [1.942, 0.779, -0.893], [0.314, 1.585, -0.505], [-1.499, -1.822, -4.084], [-0.559, -0.902, -2.676], [-0.113, 0.082, -2.799]],
  "atomic_forces_ev_per_a": [[0.3, 0.0, -0.1], [-0.1, 0.9, 0.3], [-1.7, 0.5, 0.6], [0.1, -0.8, -2.7], [1.1, 0.9, 2.6], [0.5, 0.1, 0.2], [0.4, -0.2, -0.2], [0.3, -0.5, 0.0], [-0.5, -0.2, -0.1], [0.0, -0.7, -0.2], [0.0, 0.2, -0.1], [1.5, 3.4, -0.6], [-1.8, -3.7, 0.3]]
}